Record 1
Here is 4 unconnected molecules or ions with the total composition C58H41BrFNO8 in a non-equilibrium geometry from the Open Molecules 2025 dataset. Energies are from wB97M-V/def2-TZVPD.

Positions of all 110 atoms, in Å:
C: 3.357 1.030 -4.048
C: 4.573 0.047 -4.327
F: 4.530 -0.929 -3.284
C: 4.478 -0.612 -5.775
C: 3.824 -2.036 -5.728
C: 4.509 -3.124 -5.288
C: 3.781 -4.510 -5.222
O: 4.346 -5.542 -5.477
C: 2.262 -4.414 -4.842
C: 1.608 -5.419 -4.021
C: 0.194 -5.198 -3.704
Br: -0.701 -6.533 -2.609
C: -0.559 -4.031 -4.156
C: 0.090 -3.025 -4.990
C: -0.588 -1.728 -5.530
C: -1.883 -1.273 -4.743
C: -1.722 0.235 -4.260
N: -1.356 1.154 -5.356
C: 1.516 -3.231 -5.329
C: 2.333 -2.206 -6.184
O: 1.884 -1.615 -7.137
H: 3.299 1.106 -2.926
H: 3.584 2.039 -4.471
H: 2.385 0.603 -4.415
H: 5.529 0.616 -4.181
H: 3.812 0.059 -6.385
H: 5.511 -0.675 -6.193
H: 5.563 -3.063 -4.934
H: 2.200 -6.286 -3.661
H: -1.622 -3.925 -3.845
H: 0.198 -0.922 -5.524
H: -0.876 -1.915 -6.599
H: -2.742 -1.246 -5.479
H: -2.203 -1.958 -3.922
H: -0.984 0.220 -3.410
H: -2.747 0.532 -3.884
H: -1.410 0.716 -6.275
H: -1.981 1.963 -5.341
O: -4.080 -4.366 -2.688
C: -5.142 -4.353 -2.090
C: -6.107 -3.244 -2.292
C: -5.803 -2.222 -3.188
C: -6.716 -1.202 -3.412
C: -7.937 -1.198 -2.744
C: -8.237 -2.205 -1.837
C: -7.322 -3.227 -1.604
C: -7.646 -4.289 -0.618
O: -8.679 -4.244 0.020
C: -6.689 -5.408 -0.431
C: -6.995 -6.430 0.463
C: -6.123 -7.498 0.620
C: -4.942 -7.549 -0.116
C: -4.628 -6.525 -0.997
C: -5.497 -5.449 -1.155
H: -4.856 -2.224 -3.715
H: -6.479 -0.411 -4.114
H: -8.654 -0.408 -2.930
H: -9.187 -2.195 -1.316
H: -7.915 -6.397 1.034
H: -6.365 -8.294 1.314
H: -4.266 -8.388 0.001
H: -3.709 -6.565 -1.566
O: 2.967 2.320 3.588
C: 3.922 2.035 2.888
C: 5.286 2.494 3.251
C: 5.473 3.238 4.413
C: 6.749 3.639 4.780
C: 7.843 3.296 3.991
C: 7.659 2.569 2.824
C: 6.380 2.171 2.447
C: 6.192 1.409 1.187
O: 7.138 1.175 0.459
C: 4.831 0.933 0.835
C: 4.644 0.186 -0.325
C: 3.383 -0.292 -0.646
C: 2.302 -0.027 0.191
C: 2.481 0.729 1.341
C: 3.744 1.216 1.664
H: 4.625 3.503 5.033
H: 6.893 4.214 5.687
H: 8.841 3.599 4.286
H: 8.513 2.310 2.210
H: 5.483 -0.027 -0.977
H: 3.241 -0.875 -1.546
H: 1.318 -0.410 -0.056
H: 1.635 0.934 1.987
O: 1.676 5.020 7.585
C: 0.505 5.189 7.301
C: -0.034 4.715 6.003
C: 0.806 4.052 5.112
C: 0.303 3.570 3.913
C: -1.043 3.747 3.599
C: -1.880 4.422 4.476
C: -1.378 4.913 5.677
C: -2.276 5.650 6.599
O: -3.433 5.870 6.293
C: -1.742 6.106 7.907
C: -2.583 6.767 8.798
C: -2.103 7.169 10.036
C: -0.781 6.912 10.389
C: 0.064 6.267 9.498
C: -0.412 5.866 8.253
H: 1.851 3.906 5.353
H: 0.956 3.052 3.225
H: -1.438 3.359 2.667
H: -2.925 4.562 4.225
H: -3.614 6.964 8.530
H: -2.761 7.679 10.730
H: -0.410 7.218 11.360
H: 1.093 6.072 9.777

Values from the calculation:
Structure (SMILES): C[C@@H](F)CC1=CC(=O)c2cc(Br)cc(CCCN)c2C1=O.O=C1c2ccccc2C(=O)c2ccccc21.O=C1c2ccccc2C(=O)c2ccccc21.O=C1c2ccccc2C(=O)c2ccccc21
Energy above the lowest of the compared OMol25 structures with the same formula, charge and spin (eV): 1.753
Spin multiplicity: 1
Charge: 0
Gap between HOMO and LUMO (eV): 8.04
LUMO level (eV): -1.2
F_max (hartree/bohr): 0.0475

Mulliken population analysis, charges in e, atoms 1 to 5:
1 C -0.936
2 C 0.472
3 F -0.259
4 C -1.421
5 C 0.550

=====

Record 2
Here is a molecular structure, C21H16MnN3S4SbSe in a non-equilibrium geometry from the Open Molecules 2025 dataset. Energies are from wB97M-V/def2-TZVPD.

Positions of all 47 atoms, in Å:
Mn: 0.314 0.381 -0.065
S: -4.064 -0.420 0.941
C: -3.776 -1.425 -0.447
C: -4.688 -2.180 -1.163
C: -4.219 -2.945 -2.213
C: -2.864 -2.964 -2.531
C: -1.960 -2.185 -1.842
C: -2.413 -1.379 -0.802
N: -1.660 -0.529 -0.030
C: -2.376 0.011 0.929
C: -1.768 0.911 1.866
C: -2.422 1.334 3.022
C: -1.794 2.212 3.878
C: -0.528 2.687 3.557
C: 0.123 2.254 2.413
C: -0.454 1.328 1.541
H: -5.732 -2.159 -0.898
H: -4.913 -3.527 -2.796
H: -2.510 -3.599 -3.328
H: -0.911 -2.185 -2.091
H: -3.409 0.946 3.231
H: -2.284 2.534 4.785
H: -0.052 3.412 4.204
H: 1.101 2.662 2.183
S: 1.042 -0.595 -1.944
Sb: 2.587 0.542 -3.351
S: 0.968 2.439 -0.729
S: 2.737 2.478 -1.735
C: 3.404 0.010 4.427
N: 3.609 0.883 3.308
C: 3.139 0.685 2.057
Se: 2.128 -0.754 1.495
N: 3.557 1.694 1.273
C: 4.271 2.589 2.026
C: 4.882 3.790 1.712
C: 5.522 4.458 2.740
C: 5.555 3.950 4.037
C: 4.963 2.742 4.354
C: 4.311 2.069 3.332
H: 2.709 -0.773 4.122
H: 2.978 0.569 5.260
H: 4.351 -0.446 4.722
H: 3.303 1.822 0.289
H: 4.845 4.187 0.713
H: 6.010 5.396 2.530
H: 6.066 4.502 4.814
H: 5.007 2.341 5.353

Values from the calculation:
<S²>: 8.887
Energy above the lowest of the compared OMol25 structures with the same formula, charge and spin (eV): 0.230
Spin multiplicity: 6
Charge: 0
Gap between HOMO and LUMO (spin up / spin down) (eV): 6.06 / 7.03
LUMO level (spin up / spin down) (eV): -0.5 / -0.7
F_max (hartree/bohr): 0.0326

Mulliken population analysis, charges in e, atoms 1 to 5:
1 Mn -0.245
2 S -0.327
3 C 0.824
4 C -0.671
5 C -0.416

=====

Record 3
Here is 2 unconnected molecules or ions with the total composition C3H3N3O in a non-equilibrium geometry from the Open Molecules 2025 dataset. Energies are from wB97M-V/def2-TZVPD.

Positions of all 10 atoms, in Å:
N: -2.278 -0.806 0.007
C: -1.355 -0.028 -0.099
C: -0.399 0.891 -0.146
C: 0.602 0.942 0.925
O: 0.613 0.219 1.899
H: -2.175 -1.746 -0.369
H: -0.348 1.567 -0.991
H: 1.390 1.706 0.775
N: 1.497 -1.550 -1.209
N: 2.453 -1.197 -0.792

Values from the calculation:
Structure (SMILES): N=C=CC=O.N#N
Energy above the lowest of the compared OMol25 structures with the same formula, charge and spin (eV): 0.802
Spin multiplicity: 1
Charge: 0
Gap between HOMO and LUMO (eV): 10.16
LUMO level (eV): 0.5
F_max (hartree/bohr): 0.0363

Mulliken population analysis, charges in e, atoms 1 to 5:
1 N -0.469
2 C 0.646
3 C -0.668
4 C -0.014
5 O -0.505

=====

Record 4
Here is C4H12N2S in the gas phase in a non-equilibrium geometry from the Open Molecules 2025 dataset. Energies are from wB97M-V/def2-TZVPD.

Positions of all 19 atoms, in Å:
C: -0.573 -0.659 2.174
N: -1.109 -0.936 0.859
C: -0.317 -0.479 -0.292
C: -0.499 1.007 -0.558
N: 0.109 1.370 -1.862
C: 1.142 -0.857 -0.027
S: 2.333 -0.981 -1.489
H: 0.004 0.278 2.232
H: 0.077 -1.451 2.543
H: -1.355 -0.454 2.907
H: -2.050 -0.590 0.722
H: -0.627 -1.017 -1.195
H: -1.533 1.367 -0.585
H: 0.025 1.657 0.149
H: 0.462 2.315 -1.914
H: -0.545 1.269 -2.628
H: 1.271 -1.785 0.513
H: 1.651 -0.034 0.470
H: 1.533 -0.020 -2.018

Values from the calculation:
Structure (SMILES): CN[C@@H](CN)CS
Energy above the lowest of the compared OMol25 structures with the same formula, charge and spin (eV): 0.893
Spin multiplicity: 1
Charge: 0
Gap between HOMO and LUMO (eV): 9.27
LUMO level (eV): 0.8
F_max (hartree/bohr): 0.0370

Mulliken population analysis, charges in e, atoms 1 to 5:
1 C -0.849
2 N -0.411
3 C 0.058
4 C -0.532
5 N -0.535

=====

Record 5
Here is a molecular structure, C25H46Ca2N8O9P2 in a non-equilibrium geometry from the Open Molecules 2025 dataset. Energies are from wB97M-V/def2-TZVPD.

Positions of all 92 atoms, in Å:
Ca: 0.116 -3.337 1.636
Ca: 5.150 -0.681 0.905
C: 3.129 -2.308 1.553
O: 3.194 -1.646 0.308
O: 4.146 -2.121 2.319
O: 2.111 -2.812 2.041
C: 1.869 5.180 -3.958
C: 2.362 4.518 -2.864
C: 1.689 3.361 -2.433
C: 0.760 2.806 -3.281
C: 0.410 3.390 -4.513
C: 0.994 4.565 -4.849
N: 0.018 1.693 -2.693
O: 0.651 1.057 -1.808
O: -1.116 1.379 -3.016
H: 2.253 6.094 -4.316
H: 3.144 5.005 -2.316
H: 1.843 2.828 -1.486
H: -0.329 2.895 -5.149
H: 0.681 5.141 -5.731
C: 1.686 -1.906 -5.323
C: 2.416 -1.921 -6.482
C: 3.774 -2.423 -6.402
C: 4.213 -2.910 -5.216
C: 3.517 -2.820 -4.057
C: 2.253 -2.303 -4.061
N: 5.520 -3.647 -5.206
O: 5.794 -4.269 -4.184
O: 6.236 -3.598 -6.188
H: 0.765 -1.399 -5.392
H: 2.078 -1.652 -7.498
H: 4.395 -2.599 -7.264
H: 3.959 -3.244 -3.150
H: 1.685 -2.297 -3.103
O: 1.862 4.104 1.803
P: 1.119 3.238 2.731
N: -0.470 3.317 2.225
C: -1.609 2.808 3.007
C: -0.829 3.889 0.919
N: 1.178 3.485 4.422
C: 0.300 4.556 4.925
C: 2.555 3.452 4.824
N: 1.706 1.686 2.652
C: 1.538 0.614 3.599
C: 2.034 1.247 1.252
H: -2.027 3.574 3.697
H: -1.258 1.942 3.632
H: -2.409 2.498 2.316
H: 0.006 4.290 0.373
H: -1.561 4.746 1.082
H: -1.213 3.070 0.259
H: -0.278 4.949 4.117
H: -0.461 4.175 5.680
H: 0.957 5.345 5.369
H: 3.093 4.340 4.412
H: 2.580 3.532 5.894
H: 3.054 2.524 4.518
H: 0.643 -0.030 3.346
H: 2.491 0.003 3.573
H: 1.437 0.991 4.564
H: 2.977 1.713 0.836
H: 1.241 1.467 0.491
H: 2.255 0.183 1.341
O: -1.374 -2.212 0.609
P: -2.847 -2.652 0.763
N: -3.738 -1.280 0.763
C: -3.392 -0.149 -0.024
C: -5.118 -1.273 1.366
N: -2.859 -3.532 2.239
C: -2.590 -2.696 3.560
C: -3.698 -4.728 2.436
N: -3.234 -3.665 -0.515
C: -4.353 -3.273 -1.386
C: -2.551 -4.961 -0.661
H: -2.570 -0.367 -0.667
H: -3.106 0.667 0.611
H: -4.277 0.109 -0.624
H: -5.975 -1.245 0.681
H: -5.185 -0.387 1.963
H: -5.292 -2.152 1.969
H: -1.709 -2.067 3.386
H: -3.479 -2.065 3.827
H: -2.345 -3.307 4.513
H: -4.717 -4.588 2.122
H: -3.274 -5.596 1.961
H: -3.737 -4.906 3.527
H: -4.146 -3.695 -2.367
H: -5.316 -3.729 -1.120
H: -4.429 -2.202 -1.560
H: -1.556 -4.790 -0.163
H: -2.321 -5.207 -1.664
H: -3.085 -5.778 -0.229

Values from the calculation:
Spin multiplicity: 1
Charge: +2
Gap between HOMO and LUMO (eV): 6.15
LUMO level (eV): -6.3
F_max (hartree/bohr): 0.0969

Mulliken population analysis, charges in e, atoms 1 to 5:
1 Ca 1.754
2 Ca 1.461
3 C 1.156
4 O -0.882
5 O -0.920

=====

Record 6
Here is a molecular structure, C28H31BFeO6S in a non-equilibrium geometry from the Open Molecules 2025 dataset. Energies are from wB97M-V/def2-TZVPD.

Positions of all 68 atoms, in Å:
C: 6.078 1.310 -2.218
O: 5.079 2.260 -2.489
C: 3.771 1.757 -2.498
C: 2.740 2.667 -2.757
C: 1.427 2.259 -2.777
C: 1.116 0.943 -2.543
B: -0.405 0.449 -2.571
C: -0.795 0.018 -4.059
C: -0.681 -1.205 -4.605
C: -1.116 -1.263 -5.964
C: -1.562 -0.076 -6.444
C: -2.082 0.186 -7.798
S: -1.436 1.140 -5.208
O: -0.553 -0.719 -1.630
C: -1.283 -0.177 -0.526
C: -2.082 -1.282 0.171
C: -0.281 0.442 0.450
C: -2.187 0.955 -1.189
C: -3.356 0.329 -1.953
C: -2.697 2.007 -0.201
O: -1.315 1.567 -2.141
C: 2.109 0.026 -2.287
C: 3.427 0.423 -2.264
H: 7.045 1.815 -2.229
H: 5.916 0.875 -1.232
H: 6.072 0.536 -2.986
H: 3.000 3.694 -2.940
H: 0.631 2.957 -2.971
H: -0.305 -2.058 -4.056
H: -1.093 -2.165 -6.556
H: -2.065 -0.716 -8.411
H: -3.110 0.546 -7.755
H: -1.484 0.947 -8.299
H: -2.699 -0.874 0.971
H: -2.722 -1.809 -0.532
H: -1.405 -2.015 0.608
H: -0.786 0.840 1.327
H: 0.441 -0.305 0.781
H: 0.265 1.251 -0.034
H: -4.084 -0.104 -1.271
H: -3.861 1.079 -2.560
H: -2.994 -0.453 -2.619
H: -3.312 1.553 0.575
H: -1.872 2.537 0.270
H: -3.302 2.748 -0.723
H: 1.833 -0.996 -2.100
H: 4.195 -0.302 -2.066
O: -0.123 -2.164 8.970
C: -0.172 -1.705 7.930
Fe: -0.248 -0.982 6.200
C: -2.063 -0.654 6.546
O: -3.170 -0.471 6.739
C: 0.269 0.704 6.775
O: 0.605 1.741 7.103
C: -0.475 -0.460 4.051
C: 0.868 -0.032 4.103
C: 1.893 -0.607 4.848
C: 1.789 -1.726 5.699
C: 0.807 -2.755 5.749
C: -0.462 -2.784 5.114
C: -1.052 -1.717 4.387
H: -1.152 0.232 3.542
H: 1.100 0.897 3.593
H: 2.841 -0.080 4.855
H: 2.677 -1.911 6.312
H: 1.038 -3.603 6.404
H: -1.086 -3.669 5.291
H: -2.101 -1.851 4.100

Values from the calculation:
<S²>: 6.117
Energy above the lowest of the compared OMol25 structures with the same formula, charge and spin (eV): 0.000
Spin multiplicity: 5
Charge: +2
Gap between HOMO and LUMO (spin up / spin down) (eV): 6.90 / 5.09
LUMO level (spin up / spin down) (eV): -6.2 / -8.5
F_max (hartree/bohr): 0.0858

Mulliken population analysis, charges in e, atoms 1 to 5:
1 C -0.790
2 O -0.355
3 C 1.039
4 C -0.663
5 C -0.549

=====

Record 7
Here is 9 unconnected molecules or ions with the total composition C34H54O27 in a non-equilibrium geometry from the Open Molecules 2025 dataset. Energies are from wB97M-V/def2-TZVPD.

Positions of all 115 atoms, in Å:
C: 1.219 -0.409 5.838
C: 2.053 0.841 5.769
C: 3.316 0.849 6.659
O: 4.394 0.800 5.737
C: 3.945 1.077 4.489
O: 4.644 1.278 3.553
O: 2.588 1.024 4.453
H: 0.556 -0.483 4.979
H: 0.563 -0.364 6.712
H: 1.846 -1.298 5.938
H: 1.451 1.711 6.037
H: 3.341 0.005 7.346
H: 3.399 1.776 7.225
C: -1.924 -3.335 4.785
C: -2.968 -3.114 3.722
C: -4.120 -2.167 4.132
O: -4.116 -1.149 3.123
C: -3.036 -1.287 2.331
O: -2.767 -0.555 1.433
O: -2.370 -2.420 2.615
H: -1.497 -2.377 5.081
H: -1.124 -3.954 4.376
H: -2.358 -3.831 5.653
H: -3.402 -4.048 3.365
H: -3.993 -1.716 5.114
H: -5.084 -2.665 4.051
C: -3.425 -3.112 -2.409
C: -3.534 -3.230 -0.905
C: -4.825 -2.604 -0.320
O: -5.354 -3.621 0.512
C: -4.698 -4.782 0.314
O: -4.955 -5.804 0.856
O: -3.699 -4.623 -0.585
H: -3.537 -2.080 -2.736
H: -4.174 -3.762 -2.860
H: -2.458 -3.496 -2.739
H: -2.656 -2.816 -0.405
H: -5.505 -2.339 -1.130
H: -4.543 -1.697 0.210
C: -1.193 2.987 3.286
C: -1.254 3.277 1.806
C: -2.571 2.768 1.175
O: -3.085 3.893 0.457
C: -2.333 4.985 0.717
O: -2.453 6.039 0.184
O: -1.405 4.703 1.657
H: -1.024 1.910 3.419
H: -2.110 3.285 3.786
H: -0.329 3.465 3.751
H: -0.406 2.895 1.243
H: -3.284 2.459 1.941
H: -2.386 1.943 0.498
C: -0.823 3.684 -2.170
C: 0.645 3.901 -1.874
C: 1.584 2.736 -2.220
O: 2.593 3.306 -3.039
C: 2.286 4.590 -3.327
O: 2.938 5.303 -4.023
O: 1.120 4.930 -2.761
H: -1.257 2.936 -1.511
H: -1.042 3.534 -3.224
H: -1.282 4.651 -1.931
H: 0.772 4.305 -0.868
H: 1.098 1.932 -2.777
H: 2.002 2.246 -1.338
C: -0.749 4.370 -9.045
C: 0.076 3.927 -7.852
C: -0.062 4.870 -6.637
O: -0.114 3.938 -5.542
C: -0.213 2.684 -5.990
O: -0.161 1.711 -5.311
O: -0.400 2.680 -7.342
H: -1.814 4.384 -8.825
H: -0.601 3.622 -9.830
H: -0.399 5.330 -9.419
H: 1.132 3.853 -8.116
H: -0.989 5.435 -6.632
H: 0.836 5.470 -6.532
C: 3.006 -4.522 -2.221
C: 2.145 -3.304 -2.507
C: 2.679 -2.004 -1.888
O: 2.601 -1.061 -2.937
C: 2.248 -1.678 -4.092
O: 2.056 -1.118 -5.116
O: 2.149 -3.014 -3.907
H: 3.924 -4.539 -2.818
H: 2.500 -5.475 -2.356
H: 3.378 -4.484 -1.190
H: 1.153 -3.576 -2.136
H: 3.677 -2.195 -1.489
H: 2.037 -1.724 -1.061
C: 5.374 -1.278 1.769
O: 4.959 -2.188 2.799
C: 3.823 -2.818 2.559
O: 3.208 -2.793 1.520
O: 3.492 -3.529 3.646
C: 2.275 -4.257 3.570
H: 5.886 -1.867 1.001
H: 5.985 -0.513 2.223
H: 4.511 -0.888 1.231
H: 1.812 -4.245 4.554
H: 2.474 -5.287 3.272
H: 1.588 -3.832 2.839
C: 0.606 -0.661 1.691
O: 0.470 -0.955 0.309
C: -0.157 -0.122 -0.505
O: -0.501 0.998 -0.205
O: -0.431 -0.766 -1.628
C: -1.229 -0.047 -2.593
H: -0.039 0.177 1.954
H: 1.631 -0.335 1.889
H: 0.443 -1.584 2.237
H: -1.276 -0.692 -3.464
H: -0.767 0.892 -2.881
H: -2.218 0.125 -2.169

Values from the calculation:
Structure (SMILES): C[C@H]1COC(=O)O1.C[C@H]1COC(=O)O1.C[C@H]1COC(=O)O1.C[C@H]1COC(=O)O1.C[C@H]1COC(=O)O1.C[C@H]1COC(=O)O1.C[C@H]1COC(=O)O1.COC(=O)OC.COC(=O)OC
Energy above the lowest of the compared OMol25 structures with the same formula, charge and spin (eV): 0.000
Spin multiplicity: 1
Charge: 0
Gap between HOMO and LUMO (eV): 10.29
LUMO level (eV): -0.1
F_max (hartree/bohr): 0.0292

Mulliken population analysis, charges in e, atoms 1 to 5:
1 C -0.968
2 C 0.544
3 C -0.570
4 O -0.344
5 C 0.500